A molecular structure, C2H8BrInMgO2P. Source: the OMol25 dataset; level of theory: ωB97M-V/def2-TZVPD.

Element x y z (Å)
C: -0.040 1.801 0.234
C: -1.076 0.865 -0.460
O: -1.627 0.008 0.498
In: -1.125 -1.972 0.098
P: 1.438 -1.986 0.112
O: 1.870 -1.036 -1.121
Br: 2.127 -0.755 1.932
H: -0.442 2.792 0.359
H: 0.147 1.383 1.214
H: 0.874 1.830 -0.358
H: -1.853 1.476 -0.901
H: -0.555 0.295 -1.225
H: -1.561 -2.337 -1.575
H: -1.883 -3.073 1.221
H: 1.148 -1.000 -1.769
Mg: 2.558 1.711 1.743

Values from the calculation:
frontier orbital gap = 3.737 eV
HOMO level = -11.520 eV
net charge = +1
DFT total energy = -3536.673038 a.u.
multiplicity = 1

A single C21H21NO2 molecule. Source: the OMol25 dataset; level of theory: ωB97M-V/def2-TZVPD.

Element x y z (Å)
C: -3.180 -4.693 -0.856
C: -2.191 -5.517 0.008
C: -2.447 -5.387 1.459
C: -0.825 -4.909 -0.315
C: -0.439 -3.447 0.055
C: -0.191 -3.035 1.419
C: 0.293 -1.742 1.718
C: 0.334 -0.742 0.752
C: 0.864 0.560 1.114
O: 1.672 0.834 2.186
N: 2.303 2.013 2.071
C: 1.695 2.654 1.050
C: 0.755 1.748 0.455
C: -0.001 2.077 -0.777
C: -0.257 3.577 -0.887
C: 0.955 4.409 -0.555
C: 1.127 5.653 -1.239
C: 2.256 6.486 -0.946
O: 2.421 7.622 -1.677
C: 3.153 6.049 0.027
C: 3.022 4.829 0.737
C: 1.922 4.021 0.423
C: 0.006 -1.128 -0.596
C: -0.428 -2.503 -0.891
H: -3.140 -3.656 -0.578
H: -2.890 -4.845 -1.954
H: -4.253 -5.034 -0.726
H: -2.169 -6.610 -0.290
H: -1.512 -5.256 2.106
H: -2.939 -6.325 1.611
H: -3.197 -4.802 1.859
H: -0.058 -5.510 0.248
H: -0.653 -5.151 -1.408
H: -0.169 -3.630 2.283
H: 0.653 -1.450 2.697
H: -0.966 1.624 -0.581
H: 0.442 1.727 -1.693
H: -1.067 3.972 -0.308
H: -0.522 3.785 -1.898
H: 0.408 5.967 -2.020
H: 1.832 7.738 -2.487
H: 3.964 6.659 0.434
H: 3.863 4.669 1.478
H: 0.129 -0.640 -1.542
H: -0.573 -2.657 -1.964

Values from the calculation:
frontier orbital gap = 8.673 eV
HOMO level = -8.297 eV
SMILES string = CC(C)Cc1ccc(-c2onc3c2CCc2cc(O)ccc2-3)cc1
energy above the lowest of the compared OMol25 structures with the same formula, charge and spin = 93.02 kcal per mole
DFT total energy = -1017.944874 a.u.
multiplicity = 1

A molecular structure, C17H25AgF6N5O4Sb. Source: the OMol25 dataset; level of theory: ωB97M-V/def2-TZVPD.

Element x y z (Å)
Ag: -0.381 0.248 0.036
N: 0.894 1.667 -1.222
C: 0.311 2.946 -1.649
C: -0.257 3.710 -0.464
C: -1.546 3.124 0.086
O: -2.561 3.804 0.098
O: -1.478 1.932 0.605
H: 1.683 1.824 -0.600
H: 1.282 1.144 -2.000
H: -0.475 2.750 -2.380
H: 1.070 3.558 -2.140
H: -0.470 4.735 -0.756
H: 0.496 3.727 0.332
C: -3.772 -2.959 -0.020
C: -2.385 -2.354 -0.090
O: -2.317 -1.130 -0.170
C: -1.212 -3.229 -0.033
C: -1.370 -4.583 0.328
C: -0.305 -5.441 0.428
C: 0.984 -4.949 0.147
C: 1.181 -3.644 -0.222
C: 0.093 -2.734 -0.332
O: 0.355 -1.537 -0.735
H: -4.494 -2.176 -0.236
H: -3.956 -3.342 0.988
H: -3.892 -3.785 -0.722
H: -2.364 -4.955 0.552
H: -0.451 -6.473 0.721
H: 1.839 -5.611 0.231
H: 2.168 -3.248 -0.435
C: -0.696 1.030 3.224
N: -0.725 0.765 4.666
C: -1.537 -0.433 4.895
N: -1.015 -1.613 4.194
C: -0.972 -1.303 2.764
N: -0.139 -0.116 2.472
C: 1.233 -0.387 2.972
N: 1.224 -0.676 4.411
C: 0.644 0.473 5.108
C: 0.365 -1.838 4.647
H: -0.078 1.905 3.024
H: -1.700 1.234 2.859
H: -2.555 -0.240 4.553
H: -1.562 -0.645 5.966
H: -1.984 -1.105 2.409
H: -0.568 -2.157 2.221
H: 1.860 0.479 2.773
H: 1.646 -1.234 2.431
H: 1.269 1.349 4.925
H: 0.632 0.269 6.180
H: 0.352 -2.062 5.715
H: 0.776 -2.697 4.113
F: 2.488 -0.059 0.412
Sb: 4.319 0.396 0.207
F: 4.596 -1.127 -0.863
F: 3.835 1.396 -1.330
F: 6.108 0.938 0.027
F: 3.934 1.919 1.262
F: 4.719 -0.600 1.751

Values from the calculation:
frontier orbital gap (spin up / spin down) = 8.174 / 6.392 eV
HOMO level (spin up / spin down) = -5.607 / -5.658 eV
energy above the lowest of the compared OMol25 structures with the same formula, charge and spin = 8.73 kcal per mole
<S²> = 0.754
net charge = -1
DFT total energy = -2224.192719 a.u.
multiplicity = 2

no.,strongest force on any atom (Eh/bohr)
1,0.042
2,0.090
3,0.010